A | Entry from the Open Molecules 2025 dataset: a cluster of 2 separate species, C4H5NS in total (wB97M-V/def2-TZVPD).

Results
E_LUMO (spin up / spin down)   -0.426 / -0.424 eV
Frontier orbital gap (spin up / spin down)   7.35 / 7.36 eV
HOMO level (spin up / spin down)   -7.8 / -7.8 eV
Multiplicity   1

Each line ends with the natural charge from an NBO analysis.
Cartesian coordinates (Å):
C (-0.662, 1.791, -0.408)  -0.297
C (0.220, 0.879, -0.111)  -0.051
C (2.415, -0.162, -0.190)  0.136
C (-1.030, 0.755, 0.658)  -0.465
N (2.139, -1.360, -0.596)  -0.814
S (3.621, 0.721, 0.296)  0.079
H (-1.062, 2.757, -0.883)  0.240
H (-1.142, 0.927, 1.724)  0.176
H (-1.621, -0.054, 0.326)  0.154
H (1.123, -1.708, -0.477)  0.423
H (2.668, -2.222, -0.768)  0.418



B | Entry from the Open Molecules 2025 dataset: the molecule C4H5NS (wB97M-V/def2-TZVPD).

Results
E_LUMO   0.837 eV
Frontier orbital gap   9.70 eV
HOMO level   -8.9 eV
SMILES string   [H]/N=C1/C=CCS1
Multiplicity   1

Each line ends with the natural charge from an NBO analysis.
Cartesian coordinates (Å):
C (0.279, -1.151, -0.102)  -0.221
C (1.221, -0.223, -0.021)  -0.174
C (-1.201, -0.367, -0.089)  0.138
C (0.894, 1.237, 0.004)  -0.547
N (-2.260, -1.010, 0.086)  -0.703
S (-0.923, 1.367, -0.020)  0.228
H (0.463, -2.207, -0.129)  0.233
H (2.232, -0.339, -0.073)  0.205
H (1.090, 1.567, 0.991)  0.229
H (1.465, 1.868, -0.583)  0.230
H (-3.260, -0.742, -0.066)  0.382



Need the numbers? Relative energies in eV: A 4.641; B 0.000.



A | Entry from the Open Molecules 2025 dataset: a structure of composition C54H69N6O9SbSc (wB97M-V/def2-TZVPD).

Results
E_LUMO   1.646 eV
Frontier orbital gap   6.13 eV
HOMO level   -4.5 eV
Multiplicity   1
Charge   -1

Each line ends with the Löwdin charge.
Cartesian coordinates (Å):
Sc (-0.288, -0.628, 0.822)  1.100
C (-5.483, 4.615, -1.737)  -0.069
O (-5.736, 4.307, -0.365)  -0.096
C (-4.721, 4.563, 0.525)  -0.247
C (-4.961, 5.440, 1.566)  -0.014
C (-3.988, 5.672, 2.530)  -0.097
C (-2.770, 5.015, 2.439)  -0.078
C (-2.529, 4.120, 1.404)  0.009
C (-3.502, 3.883, 0.438)  -0.150
N (-3.341, 2.953, -0.617)  0.135
C (-2.255, 2.047, -0.555)  -0.388
N (-1.088, 2.632, -0.971)  0.150
C (0.109, 2.630, -0.186)  -0.221
C (0.490, 1.548, 0.585)  -0.110
C (1.612, 1.797, 1.407)  -0.169
C (2.292, 2.999, 1.449)  -0.108
C (1.881, 4.058, 0.642)  -0.047
C (0.788, 3.864, -0.180)  -0.237
O (0.262, 4.837, -0.995)  -0.107
C (0.725, 6.157, -0.809)  -0.086
N (-2.359, 0.815, -0.209)  0.162
C (-3.657, 0.442, 0.298)  -0.192
C (-3.765, 0.277, 1.679)  -0.031
C (-4.968, -0.019, 2.291)  -0.092
C (-6.110, -0.156, 1.514)  -0.087
C (-6.025, 0.011, 0.146)  -0.020
C (-4.816, 0.314, -0.479)  -0.244
O (-4.957, 0.554, -1.819)  -0.086
C (-3.848, 0.620, -2.715)  -0.052
H (-6.225, 5.345, -2.065)  0.085
H (-5.586, 3.712, -2.341)  0.083
H (-4.485, 5.029, -1.879)  0.093
H (-5.929, 5.924, 1.616)  0.116
H (-4.191, 6.348, 3.351)  0.096
H (-2.007, 5.162, 3.193)  0.104
H (-1.598, 3.564, 1.394)  0.113
H (-4.224, 2.508, -0.833)  0.105
H (-1.263, 3.548, -1.354)  0.125
H (1.969, 1.013, 2.066)  0.042
H (3.147, 3.126, 2.107)  0.096
H (2.399, 5.007, 0.672)  0.099
H (1.783, 6.254, -1.066)  0.089
H (0.575, 6.487, 0.222)  0.097
H (0.140, 6.784, -1.478)  0.090
H (-2.874, 0.428, 2.281)  0.087
H (-5.006, -0.126, 3.369)  0.108
H (-7.066, -0.380, 1.971)  0.098
H (-6.905, -0.051, -0.484)  0.116
H (-4.230, 0.303, -3.683)  0.098
H (-3.046, -0.042, -2.416)  0.066
H (-3.475, 1.645, -2.798)  0.082
O (1.055, -3.484, -0.409)  0.086
C (1.280, -2.428, -0.960)  -0.600
O (1.084, -1.240, -0.451)  -0.220
C (1.831, -2.414, -2.364)  -0.121
C (1.967, -1.221, -3.062)  -0.011
C (2.481, -1.214, -4.353)  -0.048
C (2.850, -2.404, -4.956)  -0.006
C (2.687, -3.585, -4.250)  -0.137
C (2.182, -3.610, -2.966)  0.061
N (3.066, -4.855, -4.899)  -0.354
O (3.500, -4.803, -6.035)  0.059
O (2.926, -5.880, -4.269)  0.079
H (1.657, -0.303, -2.580)  0.110
H (2.592, -0.280, -4.888)  0.108
H (3.256, -2.432, -5.956)  0.114
H (2.055, -4.543, -2.434)  0.135
C (-1.355, -1.992, -4.321)  -0.041
C (-2.218, -2.264, -3.112)  -0.291
C (-3.491, -2.807, -3.252)  -0.044
C (-4.272, -3.012, -2.119)  -0.271
C (-5.710, -3.458, -2.237)  -0.048
C (-3.737, -2.786, -0.859)  -0.020
C (-2.418, -2.329, -0.663)  -0.298
C (-1.731, -1.977, -1.846)  -0.023
N (-1.797, -2.213, 0.570)  -0.041
C (-2.072, -3.282, 1.570)  -0.597
C (-3.282, -2.999, 2.470)  -0.041
C (-2.195, -4.667, 0.913)  -0.038
C (-0.852, -3.367, 2.495)  -0.064
H (-1.937, -2.036, -5.243)  0.071
H (-0.550, -2.730, -4.393)  0.074
H (-0.880, -1.009, -4.251)  0.076
H (-3.876, -3.053, -4.238)  0.105
H (-5.977, -3.666, -3.274)  0.068
H (-6.377, -2.678, -1.861)  0.071
H (-5.891, -4.358, -1.646)  0.075
H (-4.385, -2.928, -0.003)  0.103
H (-0.764, -1.494, -1.775)  0.087
H (-4.231, -3.015, 1.934)  0.064
H (-3.171, -2.017, 2.931)  0.065
H (-3.328, -3.751, 3.266)  0.083
H (-3.112, -4.789, 0.339)  0.065
H (-2.178, -5.435, 1.690)  0.078
H (-1.344, -4.821, 0.245)  0.090
H (-0.835, -2.515, 3.171)  0.057
H (0.068, -3.396, 1.909)  0.068
H (-0.900, -4.272, 3.104)  0.086
O (1.808, -1.487, 2.587)  -0.032
C (1.131, -0.850, 3.385)  -0.560
C (1.467, -0.597, 4.842)  -0.071
C (0.396, 0.408, 5.268)  -0.076
C (-0.562, 0.459, 4.078)  -0.485
O (-1.607, 1.076, 4.066)  0.047
N (-0.055, -0.286, 3.039)  0.042
H (2.492, -0.237, 4.936)  0.111
H (1.396, -1.545, 5.378)  0.123
H (0.798, 1.411, 5.418)  0.119
H (-0.154, 0.131, 6.166)  0.114
C (5.151, -2.992, -0.839)  -0.172
C (5.698, -2.111, 0.287)  -0.575
C (7.117, -1.650, -0.026)  -0.157
Sb (4.201, -0.537, 0.651)  1.610
C (5.053, 0.301, 2.507)  -0.565
C (5.643, -0.835, 3.343)  -0.170
C (6.022, 1.474, 2.398)  -0.154
C (4.914, 0.749, -1.017)  -0.539
C (3.760, 1.659, -1.450)  -0.169
C (6.195, 1.573, -0.888)  -0.158
H (5.808, -3.852, -1.020)  0.074
H (5.078, -2.430, -1.777)  0.063
H (4.154, -3.372, -0.602)  0.058
H (5.700, -2.693, 1.213)  0.069
H (7.144, -1.102, -0.971)  0.060
H (7.788, -2.513, -0.128)  0.072
H (7.525, -1.000, 0.753)  0.053
H (4.148, 0.654, 3.014)  0.049
H (6.542, -1.245, 2.878)  0.057
H (4.923, -1.649, 3.470)  0.067
H (5.923, -0.472, 4.340)  0.071
H (6.931, 1.195, 1.862)  0.057
H (6.320, 1.812, 3.399)  0.071
H (5.570, 2.322, 1.882)  0.050
H (5.057, -0.014, -1.792)  0.063
H (3.660, 2.506, -0.769)  0.053
H (2.800, 1.140, -1.447)  0.036
H (3.933, 2.059, -2.458)  0.077
H (6.016, 2.470, -0.294)  0.058
H (6.531, 1.904, -1.880)  0.074
H (7.015, 1.024, -0.429)  0.037



B | Entry from the Open Molecules 2025 dataset: a structure of composition C54H69N6O9SbSc (wB97M-V/def2-TZVPD).

Results
E_LUMO   1.372 eV
Frontier orbital gap   5.51 eV
HOMO level   -4.1 eV
Multiplicity   1
Charge   -1

Each line ends with the Löwdin charge.
Cartesian coordinates (Å):
Sc (-0.427, 0.991, 1.403)  1.128
C (4.631, 2.106, -0.039)  -0.070
O (3.592, 1.907, -0.970)  -0.085
C (3.070, 2.992, -1.594)  -0.222
C (3.668, 4.239, -1.642)  -0.031
C (3.066, 5.277, -2.356)  -0.115
C (1.874, 5.055, -3.015)  -0.100
C (1.273, 3.798, -2.968)  -0.026
C (1.836, 2.763, -2.237)  -0.168
N (1.300, 1.480, -2.179)  0.168
C (-0.013, 1.074, -1.971)  -0.386
N (-0.966, 2.043, -1.922)  0.151
C (-2.187, 1.935, -1.173)  -0.194
C (-2.263, 1.325, 0.079)  -0.116
C (-3.541, 1.320, 0.661)  -0.133
C (-4.654, 1.872, 0.053)  -0.092
C (-4.540, 2.489, -1.188)  -0.036
C (-3.294, 2.523, -1.798)  -0.214
O (-3.056, 3.114, -3.021)  -0.097
C (-4.130, 3.791, -3.631)  -0.103
N (-0.206, -0.199, -1.891)  0.149
C (-1.462, -0.735, -2.194)  -0.237
C (-2.152, -1.560, -1.320)  -0.055
C (-3.358, -2.148, -1.685)  -0.112
C (-3.878, -1.934, -2.946)  -0.096
C (-3.183, -1.141, -3.860)  -0.033
C (-1.982, -0.554, -3.492)  -0.220
O (-1.220, 0.224, -4.326)  -0.093
C (-1.685, 0.429, -5.635)  -0.091
H (5.546, 2.454, -0.528)  0.089
H (4.809, 1.138, 0.423)  0.093
H (4.329, 2.821, 0.731)  0.101
H (4.604, 4.413, -1.132)  0.102
H (3.543, 6.248, -2.390)  0.096
H (1.407, 5.847, -3.586)  0.098
H (0.373, 3.619, -3.544)  0.117
H (1.943, 0.757, -1.886)  0.123
H (-0.646, 2.992, -2.039)  0.110
H (-3.681, 0.875, 1.643)  0.071
H (-5.620, 1.834, 0.542)  0.097
H (-5.409, 2.928, -1.655)  0.092
H (-3.730, 4.249, -4.534)  0.086
H (-4.536, 4.569, -2.978)  0.091
H (-4.935, 3.102, -3.907)  0.091
H (-1.731, -1.728, -0.337)  0.086
H (-3.882, -2.772, -0.974)  0.105
H (-4.819, -2.383, -3.237)  0.096
H (-3.590, -0.991, -4.849)  0.094
H (-2.635, 0.974, -5.642)  0.090
H (-1.812, -0.518, -6.170)  0.089
H (-0.927, 1.026, -6.138)  0.091
O (-0.968, 2.948, 2.326)  -0.023
C (-0.118, 3.487, 1.579)  -0.600
O (0.377, 2.865, 0.592)  -0.042
C (0.405, 4.851, 1.904)  -0.103
C (1.233, 5.500, 0.998)  0.020
C (1.755, 6.751, 1.302)  -0.045
C (1.462, 7.348, 2.517)  -0.002
C (0.632, 6.677, 3.400)  -0.132
C (0.090, 5.439, 3.120)  0.076
N (0.321, 7.316, 4.695)  -0.349
O (0.880, 8.371, 4.950)  0.058
O (-0.475, 6.756, 5.425)  0.081
H (1.466, 5.010, 0.064)  0.104
H (2.396, 7.256, 0.593)  0.105
H (1.859, 8.313, 2.790)  0.115
H (-0.557, 4.934, 3.823)  0.134
C (-0.936, -3.290, 6.677)  -0.064
C (-1.261, -2.424, 5.485)  -0.285
C (-2.340, -2.736, 4.671)  -0.044
C (-2.633, -1.915, 3.580)  -0.277
C (-3.773, -2.240, 2.655)  -0.037
C (-1.840, -0.816, 3.346)  -0.035
C (-0.655, -0.520, 4.065)  -0.294
C (-0.439, -1.340, 5.198)  -0.014
N (0.152, 0.458, 3.560)  -0.027
C (1.281, 0.933, 4.369)  -0.591
C (2.079, 1.951, 3.551)  -0.048
C (0.772, 1.658, 5.625)  -0.038
C (2.284, -0.195, 4.748)  -0.038
H (-1.783, -3.920, 6.948)  0.066
H (-0.667, -2.685, 7.544)  0.071
H (-0.090, -3.947, 6.461)  0.075
H (-2.957, -3.601, 4.880)  0.104
H (-4.577, -2.755, 3.183)  0.073
H (-3.411, -2.892, 1.857)  0.069
H (-4.180, -1.341, 2.191)  0.065
H (-2.123, -0.148, 2.536)  0.061
H (0.385, -1.152, 5.868)  0.078
H (2.864, 2.385, 4.174)  0.087
H (1.445, 2.767, 3.215)  0.056
H (2.538, 1.488, 2.676)  0.069
H (0.091, 2.455, 5.321)  0.082
H (1.598, 2.097, 6.192)  0.079
H (0.225, 0.984, 6.282)  0.068
H (2.129, -1.072, 4.119)  0.066
H (2.202, -0.511, 5.787)  0.066
H (3.310, 0.150, 4.601)  0.073
O (-0.871, -3.341, 1.358)  0.059
C (0.091, -2.612, 1.408)  -0.499
C (1.504, -3.065, 1.769)  -0.079
C (2.377, -1.903, 1.318)  -0.081
C (1.350, -0.826, 1.087)  -0.507
O (1.595, 0.389, 0.870)  -0.070
N (0.096, -1.252, 1.134)  0.102
H (1.726, -4.017, 1.291)  0.090
H (1.528, -3.205, 2.852)  0.122
H (2.877, -2.103, 0.367)  0.104
H (3.123, -1.569, 2.039)  0.113
C (3.421, -4.994, -1.455)  -0.177
C (2.016, -5.343, -1.938)  -0.596
C (1.395, -6.387, -1.017)  -0.158
Sb (0.855, -3.485, -2.079)  1.580
C (1.948, -2.873, -3.886)  -0.562
C (1.228, -3.079, -5.212)  -0.149
C (2.359, -1.409, -3.735)  -0.182
C (-1.015, -4.340, -2.831)  -0.544
C (-0.930, -5.506, -3.810)  -0.140
C (-1.858, -4.739, -1.617)  -0.171
H (4.067, -5.878, -1.448)  0.070
H (3.396, -4.606, -0.433)  0.054
H (3.905, -4.239, -2.078)  0.053
H (2.079, -5.747, -2.954)  0.078
H (1.181, -5.974, -0.028)  0.065
H (2.073, -7.237, -0.879)  0.071
H (0.459, -6.777, -1.411)  0.044
H (2.847, -3.496, -3.872)  0.061
H (0.234, -2.626, -5.204)  0.068
H (1.121, -4.134, -5.459)  0.052
H (1.793, -2.610, -6.025)  0.070
H (1.484, -0.759, -3.697)  0.043
H (2.983, -1.093, -4.578)  0.072
H (2.931, -1.242, -2.819)  0.057
H (-1.503, -3.490, -3.317)  0.059
H (-0.323, -6.324, -3.416)  0.054
H (-0.524, -5.221, -4.776)  0.044
H (-1.934, -5.908, -3.986)  0.074
H (-1.483, -5.654, -1.160)  0.064
H (-2.891, -4.926, -1.929)  0.077
H (-1.874, -3.976, -0.840)  0.023



Need the numbers? Relative energies in eV: A 0.614; B 0.000.